C8H13Cl2FN3 | wB97M-V/def2-TZVPD

Structure (ORCA input):
```
! RIJCOSX wB97M-V def2-TZVPD def2/J DEFGRID3
* xyz 1 3
C 1.08 4.61 1.76
C 2.23 3.73 2.01
C -2.49 0.89 1.67
C -2.05 2.05 2.51
C -0.32 -5.51 -3.54
C 1.14 -5.36 -3.29
C -0.33 1.85 0.67
C 0.20 0.86 -0.31
N 0.96 3.30 2.32
N -1.30 1.69 1.41
N 0.22 -5.23 -2.27
F 1.50 1.10 -0.55
Cl -0.64 1.23 -1.85
Cl -0.11 -0.83 0.11
H 1.12 5.28 2.61
H 0.69 4.83 0.79
H 2.76 3.39 1.01
H 3.08 3.97 2.75
H -2.29 -0.18 1.86
H -3.30 1.19 0.99
H -2.56 3.06 2.57
H -1.63 1.71 3.53
H -0.69 -4.70 -4.10
H -0.80 -6.45 -3.69
H 1.94 -6.10 -3.58
H 1.42 -4.37 -3.81
H 0.17 -6.01 -1.58
*
```

Frontier orbital gap (alpha / beta) in hartree: 0.215 / 0.141
Calculated total energy in Eh: -1496.51754

Atomic partial charges in e from the Mulliken method, atoms 1 to 2: -0.3554, -0.2477

***

C4H8O2 | wB97M-V/def2-TZVPD

Structure (ORCA input):
```
! RIJCOSX wB97M-V def2-TZVPD def2/J DEFGRID3
* xyz 0 1
C -0.33 1.50 0.66
C -0.31 0.07 -0.15
C -0.30 -1.16 0.83
C 0.97 0.02 -1.11
H 0.83 1.72 0.98
H -0.72 2.34 0.05
H -0.94 1.48 1.67
H -1.23 -0.02 -0.85
H -0.30 -2.15 0.21
H -1.14 -1.19 1.54
H 0.61 -1.20 1.66
H 0.03 -1.28 -2.48
O 0.89 -0.97 -2.21
O 1.93 0.83 -0.80
*
```

Frontier orbital gap in hartree: 0.404
SMILES: CC(C)C(=O)O
Calculated total energy in Eh: -307.62374
Energy above the lowest of the compared OMol25 structures with the same formula, charge and spin in eV: 2.4133

Atomic partial charges in e from the Mulliken method, atoms 1 to 2: -1.0972, 0.3576

***

C30H82N2O12 | wB97M-V/def2-TZVPD

Structure (ORCA input):
```
! RIJCOSX wB97M-V def2-TZVPD def2/J DEFGRID3
* xyz 0 1
C 4.34 -0.08 -2.67
C 4.50 -1.42 -1.95
C 5.80 -1.55 -1.14
O 6.97 -1.61 -1.96
C 7.13 -2.86 -2.62
N 3.38 -1.77 -1.09
H 5.21 0.13 -3.30
H 4.33 0.71 -1.91
H 3.48 -0.04 -3.32
H 4.62 -2.11 -2.80
H 5.84 -2.49 -0.58
H 5.86 -0.72 -0.44
H 8.12 -2.79 -3.06
H 6.39 -2.88 -3.42
H 7.11 -3.72 -1.95
H 3.46 -2.71 -0.71
H 2.63 -1.93 -1.78
C 0.27 -4.23 5.44
C 0.48 -2.76 5.74
C 1.27 -2.05 4.60
O 0.62 -2.32 3.38
C 0.78 -1.33 2.40
N -0.84 -2.11 5.83
H 1.12 -4.67 4.93
H -0.57 -4.35 4.75
H -0.03 -4.72 6.37
H 1.00 -2.61 6.69
H 2.29 -2.47 4.61
H 1.46 -1.00 4.82
H 1.81 -1.18 2.06
H 0.45 -0.34 2.76
H 0.04 -1.55 1.63
H -1.28 -2.27 4.93
H -0.81 -1.10 5.85
C -0.41 5.01 1.28
C 0.65 4.01 1.74
C 2.03 4.39 1.20
O 0.57 3.96 3.16
H -0.51 5.95 1.81
H -1.39 4.53 1.38
H -0.34 5.15 0.19
H 0.28 3.05 1.37
H 1.98 4.35 0.11
H 2.77 3.69 1.59
H 2.36 5.37 1.54
H 0.92 3.09 3.40
C 1.61 -4.61 -2.91
C 0.28 -3.93 -2.91
C -0.64 -4.28 -1.75
O 0.59 -2.52 -2.76
H 2.17 -4.53 -1.97
H 2.19 -4.30 -3.78
H 1.52 -5.70 -3.00
H -0.23 -4.14 -3.86
H 0.01 -4.25 -0.87
H -1.12 -5.25 -1.84
H -1.43 -3.54 -1.65
H -0.23 -2.04 -2.97
C -3.12 -2.19 3.08
C -3.60 -1.79 1.70
C -3.90 -3.06 0.87
O -4.85 -1.11 1.77
H -3.89 -2.66 3.71
H -2.88 -1.31 3.70
H -2.19 -2.75 3.08
H -2.84 -1.21 1.19
H -4.64 -3.70 1.35
H -3.02 -3.60 0.50
H -4.41 -2.67 -0.01
H -5.43 -1.51 2.43
C -7.35 1.83 -1.90
C -6.70 0.65 -1.19
C -5.94 -0.20 -2.26
O -5.71 1.16 -0.30
H -7.98 2.34 -1.16
H -8.10 1.54 -2.64
H -6.57 2.42 -2.37
H -7.38 -0.03 -0.67
H -4.97 0.12 -2.63
H -6.56 -0.39 -3.15
H -5.80 -1.22 -1.88
H -5.35 0.35 0.09
C 3.32 2.04 4.60
C 3.12 1.23 3.33
C 3.59 -0.22 3.45
O 1.75 1.27 2.90
H 3.05 3.08 4.48
H 4.36 1.92 4.88
H 2.66 1.62 5.37
H 3.66 1.78 2.54
H 4.67 -0.28 3.51
H 3.18 -0.75 2.59
H 3.08 -0.69 4.30
H 1.76 1.01 1.96
C -3.29 2.59 -3.66
C -2.75 2.96 -2.30
C -3.55 4.13 -1.68
O -2.92 1.83 -1.41
H -2.70 1.73 -3.98
H -3.29 3.39 -4.40
H -4.33 2.26 -3.56
H -1.70 3.27 -2.38
H -4.46 3.85 -1.15
H -3.74 4.88 -2.45
H -2.95 4.71 -0.97
H -3.84 1.89 -1.10
C 1.07 4.10 -4.14
C 1.03 2.70 -3.56
O 1.98 1.83 -4.14
O 2.32 4.68 -3.81
H 0.25 4.64 -3.64
H 0.93 4.16 -5.22
H 0.06 2.22 -3.70
H 1.15 2.82 -2.48
H 2.85 2.24 -4.03
H 2.71 5.12 -4.57
C 0.52 0.55 -0.88
C -0.67 -0.38 -0.95
O -1.36 -0.29 -2.18
O 1.46 0.25 0.15
H 0.12 1.55 -0.69
H 1.09 0.43 -1.81
H -1.42 -0.21 -0.17
H -0.41 -1.41 -0.67
H -1.95 0.49 -2.12
H 1.90 -0.56 -0.13
*
```

Frontier orbital gap in hartree: 0.349
SMILES: COC[C@H](C)N.COC[C@H](C)N.CC(C)O.CC(C)O.CC(C)O.CC(C)O.CC(C)O.CC(C)O.OCCO.OCCO
Calculated total energy in Eh: -2204.47684
Energy above the lowest of the compared OMol25 structures with the same formula, charge and spin in eV: 0.0000

Atomic partial charges in e from the Mulliken method, atoms 1 to 2: -1.5720, 0.9749